Record 1
Molecular formula: C14H27BiN2O17P4S
Method: DFT, wB97M-V/def2-TZVPD

The spin multiplicity is 1. As for the total charge: 0. The energy above the lowest of the compared OMol25 structures with the same formula, charge and spin is 9.95 kcal/mol. The calculation puts the LUMO energy at -0.464 eV. For the frontier orbital gap, the calculation gives 8.85 eV.

Structure (XYZ):
```
66
C14H27BiN2O17P4S wB97M-V/def2-TZVPD
Bi -1.44 0.27 1.77
N -1.12 4.18 1.25
C -2.66 3.94 1.20
C -3.53 5.14 0.94
P -3.04 3.28 2.95
O -1.71 3.96 3.67
O -4.27 3.73 3.63
O -2.79 1.79 2.80
P -2.91 2.75 -0.16
O -2.32 3.39 -1.56
O -4.32 2.31 -0.31
O -1.73 1.75 0.08
H -0.89 4.89 1.95
H -0.73 4.55 0.38
H -0.66 3.30 1.48
H -3.61 5.82 1.83
H -4.52 4.80 0.70
H -3.12 5.70 0.08
H -1.94 4.33 4.56
H -3.05 3.41 -2.20
C 3.76 -0.23 2.74
C 2.25 -0.10 2.37
O 1.55 -1.06 3.16
P 2.01 -0.41 0.58
O 2.87 0.68 -0.17
O 2.80 -1.77 0.31
O 0.54 -0.43 0.28
P 1.63 1.68 2.81
O 2.60 2.53 1.80
O 1.98 2.06 4.19
O 0.18 1.87 2.27
H 4.09 -1.25 2.53
H 3.98 -0.02 3.81
H 4.40 0.49 2.21
H 0.68 -1.34 2.77
H 2.83 1.56 0.32
H 2.27 -2.58 0.47
H 3.01 3.30 2.28
C 4.03 -1.08 -4.16
C 2.77 -1.74 -3.62
C 1.81 -0.97 -2.99
C 0.47 -1.41 -2.96
C 0.23 -2.74 -3.30
C 1.24 -3.62 -3.65
C 2.53 -3.09 -3.82
S -1.43 -3.46 -2.99
O -1.87 -4.28 -4.11
O -2.27 -2.37 -2.49
N -1.18 -4.59 -1.82
C -1.14 -4.36 -0.37
C -2.40 -3.65 0.21
C -2.11 -2.45 1.14
O -1.32 -2.56 2.10
O -2.86 -1.41 0.93
H 4.19 -0.11 -3.73
H 3.91 -1.00 -5.25
H 4.87 -1.76 -4.00
H 2.09 0.02 -2.59
H -0.33 -0.80 -2.57
H 0.98 -4.64 -3.98
H 3.38 -3.75 -3.98
H -1.45 -5.54 -2.10
H -0.25 -3.75 -0.13
H -0.90 -5.30 0.09
H -2.90 -4.39 0.92
H -3.15 -3.42 -0.56
```



Record 2
Molecular formula: C14H27CoN2S
Method: DFT, wB97M-V/def2-TZVPD

The spin multiplicity is 5. As for the total charge: +2. The energy above the lowest of the compared OMol25 structures with the same formula, charge and spin is 5.47 kcal/mol. The calculation puts the LUMO energy (spin up / spin down) at -6.986 / -8.460 eV. For the frontier orbital gap (spin up / spin down), the calculation gives 7.51 / 7.69 eV.

Structure (XYZ):
```
45
C14H27CoN2S wB97M-V/def2-TZVPD
C 0.95 2.64 0.43
H 1.69 3.45 0.67
H 1.28 1.76 -0.21
H 0.84 2.22 2.01
C -0.39 3.14 -0.08
H -0.83 2.34 -0.68
H -1.05 3.36 0.78
C -0.22 4.42 -0.91
H -1.14 4.96 -1.18
H 0.40 5.12 -0.33
H 0.26 4.20 -1.87
C -0.81 -2.16 -0.49
C -1.18 -1.04 -1.32
C 0.00 -0.56 -1.98
C 1.12 -1.31 -1.50
C 0.63 -2.31 -0.58
C 1.52 -3.18 0.27
C 2.57 -1.11 -1.88
C 0.04 0.44 -3.11
C -2.58 -0.54 -1.54
C -1.73 -2.87 0.46
Co 0.11 -0.61 0.06
H 3.20 -1.39 -1.03
H 2.92 -1.70 -2.73
H 2.75 -0.05 -2.14
H 2.48 -2.66 0.42
H 1.06 -3.29 1.27
H 1.75 -4.19 -0.11
H -2.57 -2.21 0.73
H -2.12 -3.83 0.08
H -1.22 -3.06 1.41
H -2.59 0.53 -1.81
H -3.08 -1.09 -2.35
H -3.18 -0.64 -0.61
H 0.95 1.05 -3.05
H 0.06 -0.06 -4.10
H -0.86 1.08 -3.11
N -0.22 -1.24 3.52
C -0.04 0.07 3.38
N -0.22 0.85 4.46
S 0.49 0.72 1.80
H -0.39 -1.64 4.44
H -0.14 -1.89 2.73
H -0.11 1.84 4.37
H -0.36 0.44 5.39
```



Record 3
Molecular formula: C14H27F3N3O5
Method: DFT, wB97M-V/def2-TZVPD

The SMILES is CCOCCOCCOCN1CCN(COO)/C1=[NH+]/CCC(F)(F)F. The spin multiplicity is 1. As for the total charge: +1. The energy above the lowest of the compared OMol25 structures with the same formula, charge and spin is 0.00 kcal/mol. The calculation puts the LUMO energy at -3.029 eV. For the frontier orbital gap, the calculation gives 9.24 eV.

Structure (XYZ):
```
52
C14H27F3N3O5 wB97M-V/def2-TZVPD
C 1.19 -1.57 4.56
C -0.20 -0.97 4.33
O -0.77 -1.56 3.17
C -2.05 -1.03 2.87
C -2.69 -1.89 1.80
O -2.22 -1.52 0.49
C -1.98 -2.65 -0.34
C -1.51 -2.19 -1.69
O -0.10 -1.95 -1.66
C 0.45 -1.56 -2.88
N 1.23 -0.29 -2.73
C 1.19 0.51 -3.99
C 0.05 1.54 -3.79
N -0.44 1.27 -2.42
C -0.92 2.53 -1.80
O -1.31 2.42 -0.45
O -2.50 1.65 -0.38
C 0.61 0.60 -1.82
N 1.02 0.76 -0.60
C 2.12 0.01 0.02
C 3.38 0.88 0.13
C 3.43 1.72 1.40
F 4.15 1.18 2.33
F 3.92 2.91 1.16
F 2.21 1.91 1.90
H 1.99 -0.84 4.40
H 1.31 -1.96 5.58
H 1.34 -2.42 3.88
H -0.14 0.12 4.19
H -0.84 -1.17 5.21
H -1.96 0.01 2.51
H -2.68 -1.00 3.77
H -2.44 -2.94 1.99
H -3.78 -1.80 1.83
H -2.92 -3.20 -0.49
H -1.23 -3.30 0.12
H -2.04 -1.27 -2.00
H -1.74 -2.97 -2.43
H 1.17 -2.33 -3.20
H -0.34 -1.43 -3.64
H 1.14 -0.13 -4.87
H 2.15 1.04 -4.04
H 0.54 2.53 -3.85
H -0.73 1.53 -4.54
H -0.14 3.29 -1.82
H -1.78 2.89 -2.38
H -2.25 0.77 0.00
H 0.54 1.44 -0.02
H 2.35 -0.86 -0.60
H 1.77 -0.35 0.99
H 4.27 0.25 0.06
H 3.41 1.58 -0.71
```



Record 4
Molecular formula: C14H27F6N6O4PS2
Method: DFT, wB97M-V/def2-TZVPD

The spin multiplicity is 1. As for the total charge: 0. The calculation puts the LUMO energy at -1.654 eV. For the frontier orbital gap, the calculation gives 5.41 eV.

Structure (XYZ):
```
60
C14H27F6N6O4PS2 wB97M-V/def2-TZVPD
N -4.14 0.62 -1.04
C -3.30 -0.45 -1.74
N -4.33 -1.58 -1.91
N -2.99 -0.11 -3.15
C -2.18 -1.12 -0.86
P -0.53 -0.26 -0.50
C -1.04 1.47 -1.13
C 0.20 2.48 -0.79
C -0.17 3.97 -1.29
S -0.06 4.11 -3.15
C 0.26 -0.76 -2.22
C 1.76 -1.35 -1.97
S 3.03 -0.01 -2.20
C 3.38 0.84 -0.61
N 3.47 0.38 0.75
N 3.80 1.48 1.47
C 3.94 2.69 0.69
O 3.65 2.24 -0.64
C -1.01 0.17 1.35
O -2.14 0.61 1.65
C 0.14 -0.01 2.47
F 0.79 1.28 2.60
F 1.18 -0.92 2.12
C -0.34 -0.41 3.94
F 0.75 -0.06 4.82
F -1.45 0.29 4.44
C -0.54 -2.00 4.17
F 0.71 -2.70 4.31
F -1.17 -2.11 5.46
C -1.55 -2.70 3.13
O -2.76 -2.72 3.43
O -0.98 -3.28 1.99
H -5.06 0.25 -0.80
H -4.30 1.36 -1.74
H -5.08 -1.14 -2.47
H -4.66 -1.90 -0.99
H -2.19 -0.63 -3.53
H -2.95 0.90 -3.34
H -2.66 -1.43 0.14
H -1.93 -2.14 -1.36
H -0.02 -1.55 -0.02
H 0.76 0.29 -0.19
H -1.15 1.56 -2.26
H -1.92 1.95 -0.58
H 1.05 2.13 -1.49
H 0.52 2.44 0.31
H -1.20 4.33 -0.90
H 0.65 4.69 -0.89
H -0.25 2.86 -3.73
H 0.40 0.14 -2.91
H -0.35 -1.55 -2.76
H 1.89 -2.18 -2.77
H 1.89 -1.80 -0.93
H 4.24 3.72 1.06
H -1.74 -3.67 1.50
N 5.54 -1.74 1.01
H 4.91 -2.43 0.58
H 5.76 -2.03 1.97
H 6.41 -1.69 0.47
H 5.09 -0.82 1.02
```



Record 5
Molecular formula: C14H28AuN6O6Se
Method: DFT, wB97M-V/def2-TZVPD

The spin multiplicity is 3. As for the total charge: +1. The calculation puts the LUMO energy (spin up / spin down) at -3.412 / -6.778 eV. For the frontier orbital gap (spin up / spin down), the calculation gives 5.97 / 3.90 eV.

Structure (XYZ):
```
56
C14H28AuN6O6Se wB97M-V/def2-TZVPD
O -0.71 0.35 -5.56
H -1.22 0.13 -6.36
Au -0.32 -0.05 -0.48
N -0.20 1.62 0.64
N 0.78 1.11 -1.70
N -1.75 -0.94 0.62
N -0.86 -1.59 -1.67
O -0.85 1.81 1.73
O -2.16 -0.48 1.85
O -0.42 -1.75 -2.95
O 1.06 0.72 -2.88
C 1.26 2.24 -1.09
C 0.68 2.53 0.17
C -2.06 -2.20 0.24
C -1.52 -2.57 -1.04
C 0.97 3.70 1.04
H 1.26 3.39 2.06
H 0.10 4.36 1.13
H 1.78 4.31 0.63
C 2.38 2.98 -1.73
H 2.12 3.25 -2.76
H 3.30 2.39 -1.75
H 2.59 3.91 -1.18
C -2.74 -3.12 1.18
C -1.54 -3.95 -1.59
H -3.37 -2.61 1.92
H -2.01 -3.72 1.74
H -3.38 -3.82 0.64
H -0.76 -4.09 -2.35
H -2.51 -4.18 -2.06
H -1.39 -4.69 -0.79
H -1.69 0.43 1.91
H 0.19 -0.98 -3.11
C -1.65 0.94 -4.66
H -1.09 1.60 -4.01
H -2.08 0.15 -4.05
H -2.43 1.48 -5.21
O -3.38 1.56 -0.87
H -3.29 0.69 -0.45
H -2.76 2.12 -0.36
C 3.41 1.17 1.57
N 2.47 0.41 2.39
C 2.27 0.60 3.75
C 1.40 -0.36 4.16
N 1.08 -1.13 3.06
C 0.27 -2.33 3.09
C 1.85 -0.74 1.99
Se 2.05 -1.62 0.38
H 3.30 0.87 0.52
H 4.45 0.98 1.89
H 3.19 2.24 1.67
H 2.76 1.38 4.29
H 1.00 -0.56 5.13
H 0.18 -2.73 2.07
H 0.72 -3.10 3.74
H -0.74 -2.10 3.47
```



Record 6
Molecular formula: C14H28BBr10N2O8
Method: DFT, wB97M-V/def2-TZVPD

The spin multiplicity is 1. As for the total charge: +1. The calculation puts the LUMO energy at -3.346 eV. For the frontier orbital gap, the calculation gives 7.90 eV.

Structure (XYZ):
```
63
C14H28BBr10N2O8 wB97M-V/def2-TZVPD
N 2.76 -3.65 2.76
H 3.31 -3.16 3.46
H 3.15 -4.57 2.93
H 3.12 -3.32 1.88
H 1.78 -3.48 2.89
N 4.47 3.52 -2.15
H 4.90 3.87 -1.31
H 3.61 3.01 -2.00
H 5.09 2.87 -2.62
H 4.23 4.30 -2.74
O -0.07 -3.51 -0.70
C -0.18 -2.36 -0.39
O -0.15 -1.35 -1.21
B -0.02 -0.12 -0.42
O -0.36 -0.53 0.93
C -0.21 -1.80 1.06
O 0.07 -2.40 2.11
O -0.94 0.84 -1.03
C -0.24 1.84 -1.58
O -0.54 2.84 -2.23
C 1.23 1.51 -1.33
O 1.35 0.47 -0.47
O 2.07 2.25 -1.73
Br -5.46 2.28 -2.83
C -3.83 3.22 -3.47
C -2.95 2.33 -4.30
Br -1.93 3.33 -5.64
H -3.35 3.57 -2.56
H -4.16 4.10 -4.02
H -3.69 1.80 -4.90
H -2.40 1.68 -3.62
Br -3.82 -2.30 1.19
C -3.75 -0.41 0.85
C -3.61 0.35 2.11
Br -3.34 2.23 1.62
H -4.66 -0.09 0.33
H -2.92 -0.10 0.22
H -2.82 0.07 2.80
H -4.55 0.41 2.66
Br 0.39 -1.99 -4.37
C -0.19 -3.91 -4.47
C 1.01 -4.85 -4.08
Br 2.81 -4.22 -4.67
H -0.35 -4.03 -5.54
H -1.15 -4.07 -3.98
H 0.80 -5.87 -4.38
H 1.00 -4.83 -2.99
Br 2.44 -0.59 5.99
C 0.93 -1.03 4.89
C -0.19 -1.77 5.68
Br 0.34 -3.64 6.18
H 1.26 -1.76 4.14
H 0.57 -0.17 4.33
H -1.12 -1.93 5.14
H -0.43 -1.21 6.58
Br 0.29 5.08 0.76
C 0.60 3.35 1.71
C 2.12 3.20 1.97
Br 2.31 1.63 3.17
H 0.17 2.42 1.32
H 0.01 3.58 2.60
H 2.59 4.05 2.45
H 2.61 3.02 1.01
```



Respective DFT total energy values: -106585.6593, -66377.6998, -37806.4972, -79339.3950, -105221.3460, -735431.8952 eV.